Density functional theory data (wB97M-V/def2-TZVPD) for a molecular structure, C41H40Cl2O4P3PtSTe in a non-equilibrium geometry.

Relative energy (zero: lowest compared OMol25 entry of this formula, charge and spin) = 3.288 eV
HOMO-LUMO gap (alpha / beta) = 3.10 / 3.23 eV
HOMO (alpha / beta) = -8.282 / -8.358 eV
LUMO (alpha / beta) = -5.185 / -5.126 eV
Net charge = +1
Molar mass = 1115.34 Da

Positions of all 93 atoms, in Å:
Pt  0.063  -0.098  -0.356
O  -0.828  0.425  3.868
S  -0.138  -0.014  2.612
C  1.629  0.283  2.872
C  1.954  0.692  4.156
C  3.282  0.895  4.496
C  4.279  0.689  3.554
C  3.939  0.309  2.265
C  2.610  0.111  1.893
P  2.255  -0.286  0.139
C  3.043  -1.890  -0.139
C  2.998  -2.854  0.865
C  3.457  -4.141  0.616
C  3.975  -4.466  -0.629
C  4.029  -3.505  -1.632
C  3.555  -2.224  -1.393
C  3.240  0.935  -0.770
C  2.601  2.090  -1.215
C  3.316  3.068  -1.892
C  4.670  2.892  -2.138
C  5.314  1.740  -1.702
C  4.603  0.765  -1.020
C  0.012  -1.825  2.728
C  0.435  -2.331  3.951
C  0.489  -3.700  4.152
C  0.110  -4.566  3.134
C  -0.332  -4.059  1.922
C  -0.386  -2.683  1.700
P  -0.983  -2.037  0.103
C  -2.758  -1.804  0.351
C  -3.538  -1.473  -0.761
C  -4.891  -1.217  -0.608
C  -5.471  -1.276  0.655
C  -4.698  -1.588  1.763
C  -3.342  -1.852  1.615
C  -0.831  -3.388  -1.090
C  -1.819  -4.365  -1.221
C  -1.662  -5.397  -2.136
C  -0.518  -5.458  -2.922
C  0.464  -4.485  -2.800
C  0.303  -3.448  -1.893
H  1.152  0.854  4.868
H  3.537  1.213  5.499
H  5.318  0.840  3.815
H  4.724  0.177  1.531
H  2.598  -2.606  1.843
H  3.416  -4.887  1.401
H  4.341  -5.467  -0.818
H  4.439  -3.755  -2.603
H  3.586  -1.483  -2.184
H  1.543  2.241  -1.020
H  2.812  3.966  -2.227
H  5.227  3.651  -2.673
H  6.371  1.601  -1.893
H  5.111  -0.136  -0.697
H  0.707  -1.652  4.749
H  0.824  -4.090  5.105
H  0.152  -5.637  3.287
H  -0.623  -4.741  1.134
H  -3.085  -1.416  -1.746
H  -5.492  -0.966  -1.472
H  -6.529  -1.075  0.773
H  -5.149  -1.631  2.747
H  -2.747  -2.092  2.487
H  -2.715  -4.318  -0.613
H  -2.432  -6.150  -2.235
H  -0.399  -6.263  -3.637
H  1.353  -4.527  -3.418
H  1.050  -2.675  -1.811
Cl  -1.063  -1.502  -5.296
C  -0.100  -0.078  -4.927
Cl  -0.427  0.531  -3.282
H  -0.339  0.708  -5.630
H  0.948  -0.344  -4.961
C  -2.064  6.483  -1.350
C  -2.853  5.231  -1.080
O  -1.901  4.164  -0.824
P  -2.322  2.656  -0.647
O  -1.098  1.888  -0.295
Te  -3.620  1.919  -2.562
O  -3.450  2.587  0.441
C  -3.104  2.826  1.857
C  -4.387  3.051  2.603
H  -2.748  7.318  -1.507
H  -1.449  6.368  -2.241
H  -1.416  6.722  -0.507
H  -3.472  4.959  -1.936
H  -3.497  5.336  -0.206
H  -2.438  3.687  1.915
H  -2.569  1.949  2.217
H  -4.895  3.952  2.259
H  -4.171  3.161  3.667
H  -5.057  2.200  2.475